[1]
Computed, not measured: C2HO3Sn as an isolated structure at a distorted geometry, with wB97M-V/def2-TZVPD.

The expectation value of S² is 0.752. As for the spin multiplicity: 2. The value obtained for the LUMO energy (alpha / beta) is -11.50 / -11.50 eV. The value obtained for the relative energy (zero: lowest compared OMol25 entry of this formula, charge and spin) is 0.00 kJ/mol. As for the total charge: +2. As for the orbital gap (alpha / beta): 0.3276 / 0.3787 Ha.

CARTESIAN COORDINATES (ANGSTROEM)
H: -1.1417 2.4731 -0.1087
O: 0.6327 1.4502 0.1336
O: -1.4050 -2.0151 -0.0020
O: 0.7987 -1.5037 -0.1057
C: -0.5504 1.5855 0.2064
C: -0.2471 -2.0436 -0.0768
Sn: 1.9129 0.0536 -0.0468


[2]
Computed, not measured: one molecule with the formula C3H7NOS at a distorted geometry, with wB97M-V/def2-TZVPD.

As for the spin multiplicity: 1. Its SMILES is C=NSCOC. The value obtained for the LUMO energy is 0.79 eV. The value obtained for the relative energy (zero: lowest compared OMol25 entry of this formula, charge and spin) is 267.20 kJ/mol. As for the orbital gap: 0.3607 Ha.

CARTESIAN COORDINATES (ANGSTROEM)
C: 1.5624 -1.8422 -0.6555
N: 1.3540 -0.7840 0.0589
S: 1.3784 0.7608 -0.7625
C: 0.1669 1.5684 0.2283
O: -1.1847 1.4050 0.1381
C: -1.6765 0.1635 0.3567
H: 1.7324 -1.7683 -1.8055
H: 1.4871 -2.7950 -0.1474
H: 0.3697 1.2843 1.2570
H: 0.2768 2.6307 0.1617
H: -2.7874 0.2150 0.3516
H: -1.4371 -0.5261 -0.4646
H: -1.2421 -0.3121 1.2832


[3]
Computed, not measured: a 7-piece molecular cluster, C24H60BIN3O10 overall at a distorted geometry, with wB97M-V/def2-TZVPD.

As for the spin multiplicity: 1. The value obtained for the LUMO energy is -2.98 eV. The value obtained for the relative energy (zero: lowest compared OMol25 entry of this formula, charge and spin) is 0.00 kJ/mol. As for the total charge: +1. As for the orbital gap: 0.3169 Ha.

CARTESIAN COORDINATES (ANGSTROEM)
C: -2.7124 -0.6123 4.4979
C: -2.9611 0.7005 3.8359
O: -2.1627 1.5434 3.7115
O: -4.2394 0.8562 3.3814
C: -4.2917 0.9903 1.9519
C: -5.4857 0.1966 1.4187
C: -5.0345 -1.1314 0.8174
C: -4.1140 -0.8951 -0.3986
C: -2.9157 -1.8426 -0.2453
C: -1.7862 -1.5770 -1.2173
N: -1.2238 -0.2209 -1.0950
C: -0.4011 0.1507 -0.1706
N: 0.0504 -0.7839 0.6922
C: 0.6903 -0.3099 1.9378
C: 1.1721 1.1377 1.8878
I: 2.9102 1.4861 3.1164
C: 1.3099 1.6640 0.4671
B: 2.4620 1.0057 -0.4411
O: 3.6452 0.4633 0.0073
O: 2.2270 0.9610 -1.7826
N: -0.0129 1.4536 -0.1797
H: -3.2388 -0.6117 5.4468
H: -3.0439 -1.4431 3.8851
H: -1.6545 -0.7343 4.6845
H: -3.3595 0.6662 1.4950
H: -4.4496 2.0420 1.7227
H: -6.0083 0.7801 0.6694
H: -6.1253 -0.0200 2.2643
H: -5.8969 -1.7233 0.5280
H: -4.5182 -1.7132 1.5761
H: -4.6568 -1.1793 -1.2945
H: -3.7271 0.1207 -0.4141
H: -2.5683 -1.8684 0.7828
H: -3.2659 -2.8525 -0.4452
H: -2.1895 -1.6709 -2.2178
H: -0.9902 -2.3064 -1.1747
H: -1.5358 0.4461 -1.7845
H: 0.5717 -1.5176 0.2275
H: 0.0118 -0.4168 2.7767
H: 1.5452 -0.9461 2.1349
H: 0.4094 1.7381 2.3706
H: 1.4829 2.7351 0.4805
H: 3.4595 -0.2093 0.6802
H: 2.6418 0.1330 -2.0743
H: -0.7081 2.0659 0.2398
C: 4.1880 3.4599 -4.2851
C: 3.7961 2.0692 -4.7479
O: 4.8433 1.1341 -4.4965
H: 5.0948 3.7876 -4.7934
H: 3.3929 4.1800 -4.4859
H: 4.3990 3.4641 -3.2122
H: 3.6059 2.0638 -5.8198
H: 2.8884 1.7326 -4.2363
H: 5.0118 1.1287 -3.5476
C: 6.9629 2.2180 2.8789
C: 7.5014 0.9501 2.2483
O: 6.4229 0.0900 1.8604
H: 6.3513 1.9769 3.7505
H: 7.7673 2.8851 3.1894
H: 6.3232 2.7516 2.1707
H: 8.1195 0.3994 2.9548
H: 8.1081 1.1825 1.3684
H: 5.8796 0.5734 1.2260
C: -6.8166 0.5566 -3.6293
C: -6.0445 -0.4203 -4.4963
O: -6.4803 -1.7555 -4.2536
H: -6.6858 0.3097 -2.5738
H: -6.4820 1.5818 -3.7968
H: -7.8858 0.5012 -3.8422
H: -4.9792 -0.3790 -4.2670
H: -6.1751 -0.1876 -5.5573
H: -7.4194 -1.8023 -4.4652
C: -1.4839 -6.2305 -3.0150
C: -1.7079 -4.7309 -3.0269
O: -0.4862 -4.0370 -3.2977
H: -0.7409 -6.4984 -2.2633
H: -2.4102 -6.7642 -2.7994
H: -1.1040 -6.5701 -3.9805
H: -2.0677 -4.3906 -2.0549
H: -2.4483 -4.4545 -3.7843
H: -0.1776 -4.3324 -4.1619
C: -1.9226 5.1009 4.2712
C: -3.0500 5.8409 3.5775
O: -2.8664 5.8426 2.1617
H: -0.9621 5.5611 4.0345
H: -2.0570 5.1065 5.3540
H: -1.8771 4.0634 3.9327
H: -3.0842 6.8801 3.8988
H: -4.0149 5.3780 3.8096
H: -2.8492 4.9240 1.8735
C: 6.4497 -4.0084 0.9825
C: 7.7751 -3.6164 0.3543
O: 7.6872 -2.3441 -0.2781
H: 5.6647 -4.0352 0.2244
H: 6.5138 -4.9892 1.4569
H: 6.1505 -3.2752 1.7360
H: 8.0633 -4.3363 -0.4101
H: 8.5640 -3.5856 1.1129
H: 7.4428 -1.7002 0.3976


[4]
Computed, not measured: a 13-piece molecular cluster, C63H162N16O23 overall at a distorted geometry, with wB97M-V/def2-TZVPD.

As for the spin multiplicity: 1. The value obtained for the LUMO energy is 0.50 eV. As for the orbital gap: 0.3155 Ha.

CARTESIAN COORDINATES (ANGSTROEM)
C: 0.9907 -0.5389 4.1489
O: 0.4544 -1.6290 4.0824
N: 2.3606 -0.4038 4.2804
N: 0.3684 0.6897 3.9325
H: 2.7093 0.5649 4.4233
H: 2.9041 -1.2234 4.5650
H: -0.6281 0.7671 3.7262
H: 0.8845 1.5670 4.0238
C: 2.7045 3.6628 3.2650
O: 2.5086 2.6123 3.8457
N: 2.2607 4.1388 2.0563
N: 3.5991 4.5577 3.8033
H: 1.7540 3.5671 1.3963
H: 2.5355 5.0711 1.7393
H: 3.9769 4.1791 4.6439
H: 4.2488 5.0266 3.2021
C: -2.7730 2.4219 -6.6466
O: -3.0786 3.5632 -6.4338
N: -3.6787 1.4186 -6.8103
N: -1.5079 1.9859 -6.8511
H: -3.2607 0.4999 -6.6743
H: -4.5825 1.5141 -6.3103
H: -1.4790 1.1930 -7.5570
H: -0.9210 2.7513 -7.0537
C: -3.1267 0.6526 -2.7146
O: -2.8788 0.0287 -1.4625
C: -1.7498 0.2169 -0.6712
C: -1.8435 -0.7785 0.5059
N: -3.1323 -0.6526 1.2185
C: -3.3195 -1.6977 2.1906
C: -3.5565 -3.1516 1.7360
O: -4.7478 -3.2756 1.0147
C: -5.0353 -4.5890 0.6615
H: -3.5075 1.6637 -2.6229
H: -3.9235 0.1156 -3.2307
H: -2.2870 0.6857 -3.3319
H: -1.5838 1.2659 -0.4271
H: -0.8967 -0.1042 -1.3484
H: -1.0523 -0.4587 1.2077
H: -1.6330 -1.7520 0.0791
H: -3.8883 -0.6350 0.5378
H: -4.1458 -1.4629 2.8292
H: -2.3875 -1.6962 2.8249
H: -3.5915 -3.8671 2.6583
H: -2.6868 -3.4860 1.1850
H: -5.8507 -4.6096 -0.0819
H: -5.2408 -5.0499 1.6145
H: -4.2885 -5.1520 0.1954
C: -3.1463 -3.6305 -3.9467
O: -2.0099 -3.8886 -3.1813
C: -1.2957 -2.7000 -2.8446
C: -0.3506 -3.0281 -1.6950
N: 0.6707 -4.0018 -2.0797
C: 1.7855 -4.0002 -1.0936
C: 1.3827 -4.2870 0.3599
O: 2.5058 -4.2514 1.1808
C: 2.1411 -4.2874 2.5516
H: -2.9243 -3.2282 -4.9497
H: -3.7666 -2.9484 -3.3703
H: -3.6387 -4.5534 -4.1252
H: -1.9717 -1.9639 -2.4385
H: -0.7545 -2.2970 -3.7258
H: -0.9627 -3.2775 -0.8107
H: 0.0845 -2.0369 -1.4599
H: 0.3458 -4.9713 -2.0870
H: 2.4002 -3.1297 -1.1538
H: 2.5550 -4.7626 -1.3640
H: 0.8828 -5.2452 0.3636
H: 0.6236 -3.5605 0.7919
H: 1.4752 -5.0915 2.7531
H: 1.5994 -3.3568 2.8119
H: 3.0600 -4.2726 3.1575
C: 0.0615 7.4735 -2.2387
O: 0.9026 7.0023 -1.2099
C: 1.4472 8.0738 -0.5009
C: 2.0591 7.5580 0.7533
N: 2.9723 6.5332 0.4429
C: 4.3426 6.9674 0.2224
C: 4.6300 7.6909 -1.1154
O: 3.9139 7.0240 -2.0780
C: 4.0603 7.2479 -3.5229
H: -0.8327 7.9978 -1.8118
H: -0.3653 6.5847 -2.6959
H: 0.4886 8.2412 -2.9365
H: 0.7199 8.8551 -0.3540
H: 2.2825 8.5645 -1.0948
H: 1.2417 7.1969 1.4434
H: 2.5183 8.3182 1.3427
H: 2.6324 6.0644 -0.4142
H: 4.9403 6.0694 0.2666
H: 4.6207 7.6122 1.0737
H: 5.7228 7.7807 -1.4660
H: 4.2111 8.7505 -1.0848
H: 4.2969 8.2758 -3.7474
H: 3.1302 6.8529 -3.9313
H: 4.8236 6.4986 -3.8794
C: -2.5644 6.0424 0.7198
O: -2.5456 5.2762 1.9071
C: -2.0816 3.9424 1.6998
C: -2.5594 3.1933 2.9682
N: -4.0147 2.9830 3.1011
C: -4.5765 2.2929 1.8605
C: -5.9714 1.7965 2.1822
O: -6.6834 2.9790 2.5276
C: -8.0825 2.7159 2.6579
H: -1.6859 5.9116 0.1165
H: -2.5630 7.0742 0.9774
H: -3.4445 5.8378 0.0381
H: -0.9828 3.9776 1.6650
H: -2.4245 3.6402 0.7210
H: -2.2541 3.7930 3.8167
H: -1.9821 2.2714 2.9916
H: -4.5012 3.8160 3.1828
H: -3.8810 1.4977 1.5270
H: -4.6373 2.9050 0.9534
H: -6.0502 1.0474 2.9709
H: -6.4494 1.3851 1.3252
H: -8.4099 2.0013 3.4963
H: -8.4554 2.3579 1.6942
H: -8.6145 3.6534 2.8170
C: -1.1542 0.0815 -10.0101
O: -0.6236 -0.8306 -9.1004
C: -1.5550 -1.8485 -8.7217
C: -0.8822 -3.0527 -7.9858
N: -0.2068 -2.7206 -6.7833
C: 0.9194 -3.6389 -6.3447
C: 1.5879 -3.0981 -5.0854
O: 1.9525 -1.7348 -5.2759
C: 2.5399 -1.2696 -4.1065
H: -1.4955 -0.3847 -10.9491
H: -0.3598 0.7433 -10.2265
H: -1.9960 0.6511 -9.5834
H: -1.9562 -2.2017 -9.6930
H: -2.3970 -1.5313 -8.0639
H: -0.3108 -3.5033 -8.7772
H: -1.7084 -3.7393 -7.7667
H: 0.2225 -1.7802 -6.8301
H: 1.5661 -3.6697 -7.2109
H: 0.5784 -4.6746 -6.1584
H: 2.3613 -3.8452 -4.9023
H: 0.8483 -3.1513 -4.3211
H: 3.1480 -0.3788 -4.3941
H: 3.2851 -2.0344 -3.7118
H: 1.8740 -1.0109 -3.3062
C: -5.7466 -5.2695 5.1139
O: -5.1452 -6.0594 4.1134
C: -4.5856 -7.2877 4.4043
C: -3.0821 -7.1864 4.0583
N: -2.5909 -5.9242 4.7619
C: -1.1796 -5.3902 4.4665
C: -1.0536 -4.0125 5.0914
O: -1.0018 -4.1895 6.4542
C: -1.1729 -3.0618 7.2590
H: -6.1625 -4.4314 4.6009
H: -5.0796 -4.9454 5.9273
H: -6.5264 -5.8600 5.6129
H: -5.0184 -8.1302 3.8540
H: -4.7306 -7.4982 5.4486
H: -2.9178 -7.1196 2.9710
H: -2.6076 -8.0918 4.4911
H: -2.7396 -6.0095 5.7888
H: -1.1902 -5.2053 3.4050
H: -0.3723 -6.0774 4.8278
H: -1.8567 -3.3462 4.8918
H: -0.1543 -3.5924 4.6113
H: -0.4628 -3.0451 7.9928
H: -2.1587 -3.0019 7.7093
H: -1.0670 -2.1118 6.6654
C: -6.5338 2.8496 -1.6730
O: -5.5826 2.8227 -2.6906
C: -5.8981 3.6359 -3.8191
C: -7.0874 3.0031 -4.6243
N: -6.7283 1.7943 -5.3420
C: -7.8531 1.0375 -5.8174
C: -8.6862 0.3526 -4.7531
O: -7.8634 -0.5576 -3.9955
C: -8.4846 -1.0149 -2.8228
H: -7.1425 1.9236 -1.7037
H: -7.1722 3.7448 -1.7243
H: -6.0527 2.8774 -0.6786
H: -5.0001 3.7469 -4.4218
H: -6.2025 4.6217 -3.4637
H: -7.3473 3.7867 -5.3985
H: -7.9524 2.8819 -3.9981
H: -6.1969 1.1359 -4.7573
H: -7.5235 0.2175 -6.4847
H: -8.5129 1.6910 -6.3557
H: -9.4699 -0.2608 -5.2454
H: -9.1391 1.1146 -4.1156
H: -7.6995 -1.6047 -2.3910
H: -9.3595 -1.6066 -3.0815
H: -8.6904 -0.1597 -2.1383
C: 5.2828 0.5567 2.2947
O: 6.7057 0.8012 2.5420
C: 7.4982 1.2364 1.4328
C: 7.9874 0.1391 0.4724
N: 8.9536 -0.7666 0.9965
C: 9.1640 -1.9715 0.1256
C: 9.8517 -3.0686 0.8865
O: 9.0075 -3.4569 1.9928
C: 9.4582 -4.5676 2.6555
H: 5.0321 -0.3542 2.8341
H: 5.0732 0.3509 1.3045
H: 4.7427 1.4159 2.6354
H: 8.4007 1.7705 1.8933
H: 6.9697 1.9125 0.7920
H: 8.5094 0.6739 -0.4333
H: 7.0698 -0.3762 0.1058
H: 8.7215 -1.0764 1.9140
H: 9.8766 -1.7321 -0.6906
H: 8.2339 -2.3071 -0.2657
H: 10.8893 -2.8334 1.1986
H: 9.9461 -3.9585 0.2015
H: 9.1117 -4.4476 3.6842
H: 10.5725 -4.6562 2.7011
H: 9.0426 -5.4739 2.2792
C: 2.3345 -0.8627 0.7172
O: 2.3121 -0.2330 -0.6034
C: 3.3099 0.7570 -0.9641
C: 2.9442 2.0509 -0.2865
N: 1.6316 2.5194 -0.6971
C: 1.5770 3.1246 -1.9844
C: 0.1953 3.6614 -2.3030
O: 0.1926 4.3305 -3.5876
C: -1.1130 4.3512 -4.2155
H: 2.3233 -0.1229 1.4924
H: 3.2298 -1.5017 0.7712
H: 1.3714 -1.3426 0.6871
H: 3.3529 0.7654 -2.0591
H: 4.3198 0.4057 -0.5957
H: 3.6642 2.8371 -0.3423
H: 2.9514 1.7816 0.7773
H: 0.9693 1.7827 -0.6324
H: 1.8383 2.4047 -2.7775
H: 2.3235 3.9065 -1.9483
H: -0.1839 4.3404 -1.5160
H: -0.4115 2.7955 -2.2258
H: -1.8849 4.7847 -3.5189
H: -1.4571 3.2586 -4.3226
H: -0.9611 4.8908 -5.1171
C: 2.4039 -1.3452 8.0287
O: 3.6619 -1.1138 7.5167
C: 4.6564 -2.0806 8.0266
C: 4.5509 -3.4656 7.4000
N: 4.6541 -3.6303 5.9739
C: 5.8204 -2.9365 5.3603
C: 6.0962 -3.3520 3.9459
O: 5.1118 -2.8573 3.1627
C: 5.4636 -2.9522 1.7709
H: 2.4542 -1.3504 9.0869
H: 2.0045 -2.3088 7.6855
H: 1.7535 -0.5281 7.7093
H: 4.5700 -2.1595 9.1096
H: 5.5454 -1.4644 7.8148
H: 3.6131 -3.8374 7.8494
H: 5.4097 -4.0561 7.9444
H: 3.7221 -3.2246 5.6291
H: 6.7283 -3.2518 5.9887
H: 5.5982 -1.8623 5.5622
H: 6.0194 -4.4420 3.8474
H: 7.0981 -2.8662 3.6795
H: 4.5680 -2.6088 1.3083
H: 5.6445 -3.9735 1.6148
H: 6.3725 -2.4134 1.5770